[1]
Entry from the Open Molecules 2025 dataset: C2HLiO2Rb as an isolated structure in a non-equilibrium geometry (the ωB97M-V functional and the def2-TZVPD basis).

## Properties
gap between HOMO and LUMO (alpha / beta) = 3.6 / 3.3 eV
net charge = +1
calculated total energy = -7035.2379 eV
multiplicity = 1

Geometry (Å):
O (1.008726, 0.065269, -0.386057)
C (0.110596, 0.839477, -0.009932)
Li (1.002886, -0.490650, -2.176600)
Rb (0.920962, -2.945591, -0.460410)
H (-0.171698, 1.720094, -0.560787)
C (-1.214859, 0.557937, 1.282720)
O (-1.656612, 0.253464, 2.311066)

Cartesian forces (eV/Å) of the 2 atoms listed first:
1.6 -4.3 -2.0
-2.3 3.2 4.7

***

[2]
Entry from the Open Molecules 2025 dataset: C26H23Cl2N4O2V as an isolated structure (the ωB97M-V functional and the def2-TZVPD basis).

## Properties
gap between HOMO and LUMO (alpha / beta) = 4.7 / 4.8 eV
net charge = -1
calculated total energy = -88126.0374 eV
multiplicity = 2
⟨S²⟩ = 0.795

Geometry (Å):
V (0.361575, -0.207054, 0.161754)
C (-1.008637, 2.837890, -2.040379)
C (-0.868111, 1.951253, -3.100362)
C (-1.647532, 0.804331, -3.153738)
C (-2.566992, 0.541872, -2.146168)
C (-2.706440, 1.428076, -1.086903)
C (-1.926809, 2.578715, -1.034316)
H (-0.372080, 3.711591, -1.977312)
H (-0.123454, 2.137401, -3.863768)
H (-1.514512, 0.092595, -3.959427)
H (-3.140495, -0.377296, -2.164123)
H (-3.392946, 1.202054, -0.279741)
H (-2.001809, 3.244657, -0.184818)
C (-0.999187, -3.180922, -2.585830)
C (-2.218852, -3.664272, -2.024292)
C (-2.631558, -3.139146, -0.842556)
C (-1.869808, -2.133669, -0.189456)
N (-0.671286, -1.682148, -0.724895)
C (-0.291222, -2.230243, -1.925410)
C (-2.246729, -1.456252, 0.975239)
C (-3.407770, -1.718276, 1.754912)
C (-3.685969, -0.953904, 2.842755)
C (-2.798735, 0.105801, 3.180700)
C (-1.693963, 0.311154, 2.410160)
N (-1.383149, -0.439995, 1.318495)
H (-0.622782, -3.562571, -3.525373)
H (-2.801199, -4.423469, -2.530612)
H (-3.558273, -3.467417, -0.389783)
H (0.635246, -1.844394, -2.325066)
H (-4.063525, -2.530768, 1.470856)
H (-4.568269, -1.146389, 3.440924)
H (-2.988311, 0.750055, 4.028284)
H (-1.000298, 1.115967, 2.615009)
O (1.445941, 3.327520, 1.929925)
C (1.427957, 2.332429, 1.222970)
O (0.381025, 1.632135, 0.937230)
H (2.363405, 1.973270, 0.750425)
Cl (2.958751, -2.941436, -0.745424)
C (3.592941, -1.572253, -1.628880)
C (4.759663, -1.749030, -2.345535)
C (5.313049, -0.689943, -3.049572)
C (4.673346, 0.543953, -3.012667)
C (3.506613, 0.705634, -2.297232)
Cl (2.756024, 2.273899, -2.277605)
C (2.880729, -0.342093, -1.562910)
N (1.745576, -0.184996, -0.888701)
H (5.231987, -2.722800, -2.343545)
H (6.227035, -0.819905, -3.612807)
H (5.080084, 1.394989, -3.543153)
C (2.788122, -3.930647, 3.117493)
C (2.963569, -2.424209, 3.317275)
C (2.088396, -1.660157, 2.436178)
N (1.394886, -1.096818, 1.722828)
H (3.455153, -4.470454, 3.788704)
H (3.023308, -4.208855, 2.091486)
H (1.762693, -4.230853, 3.327614)
H (3.990271, -2.119637, 3.107367)
H (2.738878, -2.133392, 4.344621)

Cartesian forces (eV/Å) of the 2 atoms listed first:
-0.1 0.0 0.1
0.0 0.0 0.0